{
  "formula": "C4H8N2OS",
  "method": "ωB97M-V with the def2-TZVPD basis set",
  "elements": ["C", "C", "C", "C", "H", "H", "H", "H", "H", "H", "H", "H", "N", "N", "O", "S"],
  "xyz": [[0.279, 1.281, -2.032], [0.247, -0.093, -1.451], [-1.175, -0.590, -1.163], [0.240, -0.115, 1.404], [-0.277, 1.237, -2.996], [-0.207, 1.985, -1.335], [1.328, 1.635, -2.132], [0.740, -0.725, -2.125], [-1.863, -0.250, -1.944], [-1.233, -1.695, -1.020], [-1.722, -0.267, 1.884], [1.529, 0.394, 2.675], [-1.051, -0.503, 1.087], [0.534, 0.146, 2.609], [-1.665, 0.071, -0.007], [1.319, -0.205, 0.039]],
  "mol_weight_g_mol": 132.19,
  "de_lowest_kcal_mol": 51.69,
  "fmax_ev_per_a": 3.88,
  "total_energy_ev": -20138.5927,
  "smiles": "[H]/N=C1/NOC[C@@H](C)S1"
}

{
  "formula": "C4H8N2OS",
  "method": "ωB97M-V with the def2-TZVPD basis set",
  "elements": ["C", "C", "C", "C", "H", "H", "H", "H", "H", "H", "H", "H", "N", "N", "O", "S"],
  "xyz": [[-1.442, 0.815, -0.314], [-0.276, 0.162, -0.096], [-0.058, -1.209, -0.512], [0.658, 0.782, 0.866], [-3.186, 0.991, -1.610], [-1.900, -0.208, -2.254], [-1.577, 1.795, 0.252], [-0.453, -2.043, 0.349], [-0.826, -1.387, -1.264], [1.817, -1.329, -0.559], [0.145, 1.543, 1.605], [3.595, -0.089, 2.323], [-2.349, 0.368, -1.088], [1.904, 0.442, 0.988], [1.256, -1.612, -1.240], [2.691, 0.979, 2.554]],
  "mol_weight_g_mol": 132.19,
  "de_lowest_kcal_mol": 122.88,
  "fmax_ev_per_a": 11.87,
  "total_energy_ev": -20135.5058
}

{
  "formula": "C4H8N2OSi",
  "method": "ωB97M-V with the def2-TZVPD basis set",
  "elements": ["C", "C", "C", "C", "N", "N", "O", "Si", "H", "H", "H", "H", "H", "H", "H", "H"],
  "xyz": [[0.434, -1.324, 0.906], [1.230, -1.587, -0.142], [1.278, 0.651, 0.199], [1.529, 1.956, 0.050], [0.483, 0.039, 1.152], [1.793, -0.390, -0.561], [-3.551, 0.497, 0.729], [-3.372, -0.010, -0.676], [-0.142, -1.980, 1.522], [1.483, -2.517, -0.605], [1.080, 2.673, 0.708], [2.187, 2.316, -0.717], [2.259, -0.241, -1.437], [-0.154, 0.535, 1.748], [-4.366, 0.074, -1.735], [-2.170, -0.691, -1.141]],
  "mol_weight_g_mol": 128.21,
  "de_lowest_kcal_mol": 21.59,
  "fmax_ev_per_a": 0.78,
  "total_energy_ev": -17181.2633,
  "smiles": "C=C1NC=CN1.O=[SiH2]"
}

{
  "formula": "C4H8N2S",
  "method": "ωB97M-V with the def2-TZVPD basis set",
  "elements": ["C", "C", "C", "C", "N", "N", "S", "H", "H", "H", "H", "H", "H", "H", "H"],
  "xyz": [[-0.962, 1.006, -0.268], [2.234, -0.844, -0.016], [-2.515, 0.835, -0.043], [2.122, -1.503, 1.249], [-0.532, 0.859, -1.541], [2.429, -0.587, -1.107], [0.155, 1.252, 1.041], [-3.100, 0.996, -1.036], [-2.731, -0.121, 0.427], [-2.679, 1.772, 0.575], [3.082, -1.491, 1.906], [1.922, -2.599, 0.990], [1.224, -1.230, 1.929], [0.420, 0.930, -1.682], [-1.069, 0.727, -2.424]],
  "mol_weight_g_mol": 116.19,
  "de_lowest_kcal_mol": 36.60,
  "fmax_ev_per_a": 3.69,
  "total_energy_ev": -18092.1550,
  "smiles": "CC(N)=S.CC#N"
}

{
  "formula": "C4H8N2S",
  "method": "ωB97M-V with the def2-TZVPD basis set",
  "elements": ["C", "C", "C", "C", "H", "H", "H", "H", "H", "H", "H", "H", "N", "N", "S"],
  "xyz": [[-1.170, 1.142, -0.998], [-1.271, -0.034, -0.080], [-0.671, -0.165, 1.231], [1.331, -0.643, -0.380], [-0.211, 1.751, -0.947], [-2.039, 1.771, -0.971], [-1.275, 0.564, -2.069], [-1.992, -0.844, -0.214], [-0.071, 0.745, 1.450], [-1.174, -0.616, 1.948], [3.058, -0.800, 0.717], [1.716, -0.894, 1.624], [-0.041, -0.756, 0.072], [2.086, -0.408, 0.694], [1.723, -0.812, -2.077]],
  "mol_weight_g_mol": 116.19,
  "de_lowest_kcal_mol": 76.13,
  "fmax_ev_per_a": 6.67,
  "total_energy_ev": -18090.4412,
  "smiles": "C[C@@H]1CN1C(N)=S"
}

{
  "formula": "C4H8N2S",
  "method": "ωB97M-V with the def2-TZVPD basis set",
  "elements": ["C", "C", "C", "C", "H", "H", "H", "H", "H", "H", "H", "H", "N", "N", "S"],
  "xyz": [[0.637, 0.487, 0.440], [-1.475, -0.770, -0.246], [-1.377, -1.125, -1.751], [0.144, -0.872, -1.732], [2.327, 1.412, 0.778], [2.611, 0.387, -0.521], [-2.056, 0.057, 0.141], [-1.434, -1.552, 0.495], [-1.593, -2.197, -1.877], [-1.979, -0.645, -2.481], [0.483, -0.192, -2.760], [0.863, -1.798, -1.628], [1.850, 0.994, -0.054], [-0.128, -0.221, -0.439], [0.072, 0.800, 1.940]],
  "mol_weight_g_mol": 116.19,
  "de_lowest_kcal_mol": 50.42,
  "fmax_ev_per_a": 3.74,
  "total_energy_ev": -18091.5560,
  "smiles": "NC(=S)N1CCC1"
}

{
  "formula": "C4H8N2S",
  "method": "ωB97M-V with the def2-TZVPD basis set",
  "elements": ["C", "C", "C", "C", "H", "H", "H", "H", "H", "H", "H", "H", "N", "N", "S"],
  "xyz": [[1.076, -0.209, 0.290], [-0.293, -1.064, 0.361], [0.236, 1.078, 0.051], [-2.270, 0.545, -0.053], [2.879, -0.022, -0.476], [1.936, -0.751, -1.451], [1.447, -0.129, 1.389], [-0.473, -1.806, 1.196], [-0.523, -1.645, -0.533], [0.343, 1.619, -0.918], [0.460, 1.770, 0.872], [-2.354, 1.563, -0.419], [2.121, -0.691, -0.441], [-0.977, 0.198, 0.263], [-3.606, -0.454, -0.130]],
  "mol_weight_g_mol": 116.19,
  "de_lowest_kcal_mol": 53.56,
  "fmax_ev_per_a": 4.70,
  "total_energy_ev": -18091.4198,
  "smiles": "NC1CN(C=S)C1"
}

{
  "formula": "C4H8N2S2",
  "method": "ωB97M-V with the def2-TZVPD basis set",
  "elements": ["C", "C", "C", "C", "H", "H", "H", "H", "H", "H", "H", "H", "N", "N", "S", "S"],
  "xyz": [[-1.481, 0.183, 0.000], [-1.068, -1.231, -0.302], [-0.287, -0.082, -0.886], [1.984, -0.666, -0.131], [-1.134, 1.625, 1.299], [-1.967, 0.407, 1.952], [-2.359, 0.587, -0.507], [-0.499, -1.711, 0.494], [-1.570, -1.920, -0.995], [-0.447, 0.159, -1.949], [2.551, 1.866, 0.287], [1.570, -1.675, -0.275], [-1.197, 0.616, 1.368], [1.051, 0.278, -0.406], [1.347, 1.962, -0.327], [3.505, -0.398, 0.377]],
  "mol_weight_g_mol": 148.26,
  "de_lowest_kcal_mol": 37.45,
  "fmax_ev_per_a": 1.95,
  "total_energy_ev": -28926.6842,
  "smiles": "N[C@@H]1C[C@@H]1N(S)C=S"
}